Molecular formula: C4H8Cl2
Method: DFT, wB97M-V/def2-TZVPD

Geometry (Å):
1 Cl -1.966 1.715 -0.914
2 Cl -1.689 -1.322 0.229
3 C -0.237 -0.193 0.067
4 C -0.037 0.527 1.397
5 C -0.507 0.699 -1.122
6 C 1.011 -1.167 -0.312
7 H 0.062 -0.140 2.217
8 H -0.660 0.132 -2.037
9 H -0.968 1.101 1.571
10 H 0.302 1.438 -1.313
11 H 1.141 -1.933 0.468
12 H 0.829 -1.609 -1.285
13 H 1.929 -0.450 -0.298
14 H 0.789 1.201 1.332

Forces on atoms 1 to 3 (eV/Å):
-0.08 0.07 -0.01
0.42 0.31 0.03
1.24 -2.13 -0.19

Output
SMILES string: CC(C)(Cl)CCl
Molar mass (g/mol): 127.0
HOMO energy (hartree): -0.3868
Electronic energy (eV): -29322.8719
LUMO (eV): 0.80
Total charge: 0
HOMO-LUMO gap (eV): 11.3